{
  "formula": "C50H36NO8OsP2S",
  "method": "ωB97M-V/def2-TZVPD",
  "e_tot_ha": -3754.99681,
  "gap_ev": [3.3092, 3.3686],
  "total_charge": 1,
  "multiplicity": 1,
  "elements": ["Os", "O", "C", "C", "C", "N", "C", "C", "C", "O", "O", "C", "O", "O", "H", "H", "H", "O", "C", "C", "C", "C", "C", "C", "P", "C", "C", "C", "C", "C", "C", "C", "C", "C", "C", "C", "C", "C", "C", "C", "C", "C", "C", "P", "C", "C", "C", "C", "C", "C", "C", "C", "C", "C", "C", "C", "H", "H", "H", "H", "H", "H", "H", "H", "H", "H", "H", "H", "H", "H", "H", "H", "H", "H", "H", "H", "H", "H", "H", "H", "H", "H", "H", "H", "O", "C", "O", "C", "C", "C", "C", "S", "C", "C", "H", "H", "H", "H", "H"],
  "coordinates": [[0.08226, -0.03234, -0.50351], [-2.00161, 3.62207, 3.78273], [-1.55432, 2.85597, 2.79179], [-1.99692, 3.00428, 1.46519], [-1.47143, 2.17675, 0.52126], [-0.58855, 1.23108, 0.87741], [-0.15088, 1.06353, 2.14448], [-0.60205, 1.88419, 3.13053], [0.80687, -0.10445, 2.29919], [1.33198, -0.33356, 3.35142], [0.98167, -0.78628, 1.17640], [-1.75330, 2.20390, -0.96984], [-2.49913, 3.03564, -1.42411], [-1.09532, 1.28747, -1.62886], [-2.66113, 4.25426, 3.46954], [-2.72504, 3.75138, 1.17182], [-0.24483, 1.76861, 4.14519], [1.14385, -2.00827, -2.87319], [2.40180, -1.73907, -3.33451], [3.18960, -2.63675, -4.03877], [4.44737, -2.23335, -4.45623], [4.91654, -0.95432, -4.17593], [4.14513, -0.09623, -3.41209], [2.88258, -0.49320, -2.97298], [2.01854, 0.52134, -1.73689], [3.33237, 0.84844, -0.53978], [4.03850, 2.05228, -0.52271], [5.04605, 2.24591, 0.41218], [5.35760, 1.24315, 1.31889], [4.67666, 0.03234, 1.28576], [3.66095, -0.16490, 0.36437], [1.58884, 2.06952, -2.54951], [1.23803, 2.05346, -3.89537], [0.65886, 3.17549, -4.47399], [0.42900, 4.31000, -3.71220], [0.77337, 4.32979, -2.36682], [1.33578, 3.20797, -1.78013], [0.13752, -2.54660, -3.62886], [0.26394, -3.03384, -4.92286], [-0.83905, -3.61575, -5.53071], [-2.05588, -3.70389, -4.86790], [-2.18111, -3.14379, -3.60888], [-1.09055, -2.53616, -2.99020], [-1.32624, -1.71468, -1.37585], [-2.93880, -0.93065, -1.59369], [-3.84431, -0.81893, -0.54388], [-4.99969, -0.06396, -0.70049], [-5.23865, 0.60167, -1.89269], [-4.32670, 0.50940, -2.93792], [-3.18088, -0.25176, -2.79253], [-1.45231, -3.12131, -0.25100], [-0.28834, -3.58169, 0.36587], [-0.31399, -4.76325, 1.09018], [-1.49846, -5.47761, 1.21312], [-2.66341, -5.00467, 0.62440], [-2.64533, -3.82952, -0.11318], [2.84311, -3.64185, -4.23388], [5.07060, -2.93035, -5.00193], [5.89380, -0.64244, -4.51868], [4.52270, 0.88429, -3.14538], [3.81617, 2.82897, -1.24153], [5.58270, 3.18591, 0.43380], [6.13370, 1.40545, 2.05630], [4.92701, -0.75460, 1.98585], [3.11634, -1.09834, 0.35671], [1.41066, 1.16339, -4.48968], [0.37142, 3.15434, -5.51726], [-0.03583, 5.17820, -4.16111], [0.58722, 5.21445, -1.77156], [1.56652, 3.21203, -0.72009], [1.19392, -2.95616, -5.46337], [-0.73750, -4.00908, -6.53486], [-2.90609, -4.18104, -5.33723], [-3.14068, -3.15681, -3.10776], [-3.65213, -1.30990, 0.40137], [-5.70535, 0.00921, 0.11713], [-6.13133, 1.20304, -2.00677], [-4.49932, 1.04788, -3.86113], [-2.46936, -0.31162, -3.60616], [0.62900, -3.01353, 0.28504], [0.58948, -5.12295, 1.56751], [-1.51502, -6.40343, 1.77571], [-3.58940, -5.55517, 0.73226], [-3.55411, -3.47074, -0.57966], [-3.73453, -6.82085, 5.93301], [-2.56329, -6.16429, 5.79425], [-1.57738, -6.57789, 6.33092], [-2.55566, -4.92946, 4.93689], [-1.30968, -4.44138, 4.55417], [-1.21247, -3.29305, 3.79401], [-2.37320, -2.59375, 3.40468], [-2.24232, -1.13139, 2.51487], [-3.62786, -3.09426, 3.79975], [-3.71151, -4.24679, 4.55604], [-4.44269, -6.38920, 5.44351], [-0.42558, -4.97902, 4.87378], [-0.24598, -2.90348, 3.49674], [-4.52293, -2.55938, 3.50932], [-4.69568, -4.58516, 4.86449]],
  "lowdin_charge": [1.242, 0.133, -0.245, 0.103, -0.142, -0.028, -0.221, 0.086, -0.602, 0.131, -0.259, -0.565, 0.112, -0.227, 0.135, 0.146, 0.156, -0.047, -0.261, -0.002, -0.039, -0.051, -0.050, -0.251, 1.017, -0.350, -0.087, -0.059, -0.054, -0.046, -0.089, -0.367, -0.069, -0.051, -0.051, -0.056, -0.114, -0.239, 0.004, -0.046, -0.056, -0.066, -0.242, 1.024, -0.368, -0.114, -0.056, -0.056, -0.053, -0.093, -0.360, -0.094, -0.067, -0.063, -0.055, -0.082, 0.128, 0.119, 0.115, 0.119, 0.101, 0.112, 0.114, 0.118, 0.100, 0.110, 0.113, 0.115, 0.116, 0.108, 0.109, 0.117, 0.114, 0.116, 0.022, 0.112, 0.113, 0.116, 0.118, 0.089, 0.119, 0.117, 0.114, 0.105, 0.126, -0.476, 0.133, -0.123, -0.008, -0.090, -0.663, 0.818, -0.096, -0.023, 0.089, 0.129, 0.105, 0.103, 0.114]
}


{
  "formula": "C50H37N8O3SiZr",
  "method": "ωB97M-V/def2-TZVPD",
  "e_tot_ha": -2928.03109,
  "gap_ev": 6.6970,
  "total_charge": 1,
  "multiplicity": 1,
  "elements": ["Zr", "C", "C", "N", "C", "C", "N", "C", "C", "C", "C", "C", "N", "C", "C", "N", "C", "C", "N", "C", "C", "C", "N", "C", "C", "H", "H", "H", "H", "H", "H", "H", "H", "H", "H", "H", "H", "O", "C", "C", "C", "C", "C", "C", "C", "N", "N", "C", "O", "C", "C", "C", "C", "C", "C", "H", "H", "H", "H", "H", "H", "H", "H", "H", "H", "O", "Si", "C", "C", "C", "C", "C", "C", "C", "C", "C", "C", "C", "C", "C", "C", "C", "C", "C", "C", "H", "H", "H", "H", "H", "H", "H", "H", "H", "H", "H", "H", "H", "H", "H"],
  "coordinates": [[-1.10267, 1.27097, -0.48950], [0.56823, 4.40283, -3.42785], [-0.17796, 3.40386, -2.81562], [0.18238, 2.91812, -1.63053], [1.28702, 3.41350, -1.05309], [2.01330, 4.41201, -1.68715], [1.65747, 4.90530, -2.86637], [1.64562, 2.85001, 0.26836], [2.87390, 3.05953, 0.86776], [3.13815, 2.46510, 2.09841], [2.13057, 1.71591, 2.69016], [0.91719, 1.55908, 2.03951], [0.69616, 2.09570, 0.83453], [-0.20409, 0.79113, 2.62702], [-0.22914, 0.41369, 3.96195], [-1.24428, -0.25713, 4.49410], [-2.23439, -0.57713, 3.67963], [-2.23056, -0.20867, 2.33785], [-1.23267, 0.49272, 1.81761], [4.45988, 2.60594, 2.74683], [5.05237, 1.52484, 3.38899], [6.29824, 1.70199, 3.97227], [6.95923, 2.85535, 3.95853], [6.38473, 3.88572, 3.34595], [5.14680, 3.81381, 2.72459], [0.27056, 4.79919, -4.38983], [-1.05933, 2.97642, -3.27219], [2.89729, 4.83643, -1.23010], [3.64190, 3.63246, 0.36898], [2.30679, 1.25093, 3.64826], [0.57744, 0.67558, 4.63352], [-3.06530, -1.13681, 4.08801], [-3.03731, -0.49606, 1.68383], [4.57717, 0.55221, 3.40581], [6.78972, 0.87375, 4.46945], [6.93629, 4.81851, 3.35549], [4.72290, 4.69549, 2.26118], [-2.27796, 2.69955, 0.36615], [-3.38622, 2.68874, 1.09655], [-3.59005, 3.66783, 2.07410], [-4.74248, 3.67338, 2.83207], [-5.74259, 2.71979, 2.62815], [-5.56538, 1.76395, 1.65525], [-4.38789, 1.71320, 0.89321], [-4.27675, 0.71048, -0.14201], [-3.17070, 0.38431, -0.70651], [-3.26820, -0.46727, -1.81478], [-2.39755, -0.09006, -2.69848], [-1.59407, 0.93880, -2.49910], [-2.31236, -0.79822, -3.99098], [-1.62868, -0.21555, -5.05266], [-1.56431, -0.86270, -6.27650], [-2.16661, -2.10211, -6.43701], [-2.83609, -2.69321, -5.37283], [-2.91562, -2.04268, -4.15404], [-2.82235, 4.41771, 2.21325], [-4.87734, 4.43644, 3.58780], [-6.64809, 2.74216, 3.21760], [-6.33835, 1.02754, 1.46768], [-5.18213, 0.21829, -0.49560], [-1.15148, 0.74522, -4.91439], [-1.04205, -0.40187, -7.10483], [-2.11311, -2.61006, -7.39121], [-3.29741, -3.66420, -5.49527], [-3.43879, -2.49199, -3.32105], [-0.05250, -0.37793, -0.54872], [0.44089, -1.92904, -0.30511], [-0.68079, -2.74174, 0.95262], [-0.28572, -3.04620, 2.25648], [-1.17169, -3.62327, 3.15863], [-2.47471, -3.90002, 2.76943], [-2.89201, -3.59436, 1.47934], [-2.00177, -3.02360, 0.58086], [2.20474, -1.83126, 0.31610], [2.85992, -2.94232, 0.85486], [4.18522, -2.86996, 1.25932], [4.89080, -1.68206, 1.11765], [4.26552, -0.57187, 0.56866], [2.93538, -0.64953, 0.17722], [0.33468, -2.84406, -1.92062], [-0.04871, -4.18435, -1.99499], [-0.06298, -4.85644, -3.20976], [0.31126, -4.19518, -4.37013], [0.69665, -2.86260, -4.31630], [0.70488, -2.19511, -3.10203], [0.72978, -2.83784, 2.57547], [-0.84439, -3.85968, 4.16334], [-3.16266, -4.36104, 3.46706], [-3.90614, -3.81603, 1.17038], [-2.33792, -2.79663, -0.42697], [2.33318, -3.88571, 0.95514], [4.67274, -3.74306, 1.67340], [5.92930, -1.62862, 1.41950], [4.82039, 0.34981, 0.43463], [2.45981, 0.21954, -0.26562], [-0.34408, -4.71366, -1.09551], [-0.36494, -5.89521, -3.25004], [0.30003, -4.71680, -5.31875], [0.98088, -2.34429, -5.22287], [0.99594, -1.14956, -3.07359]],
  "lowdin_charge": [1.815, -0.067, -0.055, 0.039, -0.162, -0.038, 0.120, -0.183, 0.067, -0.125, 0.074, -0.167, 0.068, -0.164, -0.039, 0.129, -0.076, -0.074, 0.066, -0.179, -0.013, -0.117, 0.078, -0.121, -0.007, 0.123, 0.112, 0.122, 0.124, 0.124, 0.120, 0.124, 0.103, 0.111, 0.114, 0.114, 0.116, -0.258, -0.338, -0.005, -0.059, -0.076, -0.033, -0.165, -0.051, -0.105, 0.103, -0.421, -0.246, -0.158, -0.029, -0.077, -0.077, -0.070, -0.021, 0.119, 0.112, 0.108, 0.118, 0.145, 0.107, 0.107, 0.108, 0.110, 0.111, -0.451, 0.528, -0.232, -0.095, -0.087, -0.087, -0.077, -0.107, -0.210, -0.090, -0.071, -0.083, -0.093, -0.096, -0.221, -0.087, -0.075, -0.081, -0.085, -0.090, 0.096, 0.110, 0.108, 0.108, 0.098, 0.109, 0.108, 0.107, 0.103, 0.084, 0.101, 0.105, 0.108, 0.106, 0.105]
}


{
  "formula": "C50H39CaI4N5O3PS2",
  "method": "ωB97M-V/def2-TZVPD",
  "e_tot_ha": -5434.65814,
  "gap_ev": [2.9502, 4.3996],
  "total_charge": -2,
  "multiplicity": 2,
  "elements": ["Ca", "I", "C", "C", "C", "C", "C", "C", "C", "C", "C", "C", "C", "C", "C", "C", "C", "C", "I", "C", "C", "C", "N", "C", "C", "C", "C", "C", "C", "I", "C", "C", "C", "C", "C", "C", "N", "C", "C", "C", "C", "C", "N", "C", "C", "C", "C", "I", "C", "C", "C", "C", "N", "H", "H", "H", "H", "H", "H", "H", "H", "H", "H", "H", "H", "H", "H", "H", "H", "H", "H", "H", "H", "H", "H", "H", "H", "C", "C", "O", "P", "S", "S", "O", "C", "C", "H", "H", "H", "H", "H", "H", "H", "H", "H", "H", "C", "C", "N", "O", "H", "H", "H", "H", "H"],
  "coordinates": [[-22.77308, -3.42469, -14.40042], [-19.31954, -7.29736, -5.70849], [-19.99581, -6.23785, -7.44766], [-21.27835, -5.80485, -7.65307], [-21.63103, -5.28681, -8.93046], [-20.77962, -5.30548, -10.01873], [-19.45504, -5.70351, -9.76011], [-19.08083, -6.19542, -8.52278], [-21.22791, -4.92059, -11.41549], [-22.15975, -5.69994, -12.10187], [-22.46500, -7.05739, -11.66813], [-23.16532, -7.60089, -12.70700], [-23.21398, -6.62969, -13.79186], [-23.61160, -6.92681, -15.07073], [-24.33022, -8.20038, -15.22941], [-23.61124, -9.38025, -15.49494], [-24.27662, -10.57439, -15.45480], [-25.67402, -10.67264, -15.34340], [-26.79272, -12.43039, -15.54178], [-26.41847, -9.48507, -15.15674], [-25.70852, -8.25540, -15.15656], [-23.57316, -6.08477, -16.23635], [-22.88804, -4.88986, -16.24080], [-22.68798, -4.55989, -17.54168], [-21.93562, -3.46910, -18.02975], [-21.61898, -3.45365, -19.46233], [-22.54872, -3.23103, -20.54573], [-22.15836, -3.30419, -21.88212], [-20.86153, -3.68399, -22.22367], [-20.31386, -3.88684, -24.21328], [-19.93298, -3.85828, -21.20141], [-20.32084, -3.81622, -19.87135], [-21.33289, -2.50130, -17.23094], [-20.79105, -1.32271, -17.75712], [-20.33670, -0.55740, -16.70121], [-20.61088, -1.34044, -15.51651], [-21.25897, -2.49429, -15.85909], [-20.30634, -0.98983, -14.20078], [-20.36595, -1.84260, -13.12437], [-19.86181, -1.54700, -11.80723], [-20.05041, -2.65370, -11.01694], [-20.71745, -3.63721, -11.87739], [-20.84066, -3.16346, -13.10502], [-19.70234, 0.32002, -13.91199], [-20.43107, 1.23302, -13.12161], [-19.90696, 2.49302, -12.75959], [-18.64997, 2.84007, -13.28210], [-17.88013, 4.82414, -12.94361], [-17.94814, 1.95005, -14.10642], [-18.45580, 0.69884, -14.38662], [-23.32532, -5.51628, -18.40142], [-23.84261, -6.43361, -17.56811], [-22.64176, -5.45568, -13.36104], [-22.01566, -5.81818, -6.83740], [-22.62056, -4.93430, -9.10024], [-18.76495, -5.66068, -10.60232], [-18.05793, -6.53013, -8.34312], [-22.23387, -7.58376, -10.73673], [-23.55076, -8.62584, -12.70716], [-22.54983, -9.38093, -15.61478], [-23.69395, -11.50506, -15.54049], [-27.48532, -9.47687, -15.04696], [-26.27169, -7.30477, -15.02060], [-23.53650, -2.93551, -20.30002], [-22.90280, -3.18087, -22.64359], [-18.89915, -4.02738, -21.40704], [-19.56439, -4.08674, -19.16936], [-20.65916, -0.98931, -18.78116], [-19.86840, 0.39458, -16.68689], [-19.33028, -0.66926, -11.46493], [-19.70306, -2.78351, -10.02978], [-21.38826, 0.91590, -12.75171], [-20.42605, 3.16913, -12.08318], [-17.00339, 2.25073, -14.52848], [-17.89826, -0.05870, -14.96720], [-23.45690, -5.57269, -19.48918], [-24.37604, -7.35617, -17.81786], [-28.07068, -2.22922, -9.44050], [-27.82611, -2.62218, -10.87885], [-26.52890, -2.13939, -11.20402], [-25.73658, -2.35003, -12.58355], [-23.88181, -1.86873, -12.17208], [-25.99652, -4.07261, -13.44470], [-26.43766, -1.29418, -13.57064], [-26.49948, 0.05296, -13.12269], [-27.22278, 0.80511, -14.21185], [-28.97224, -2.74586, -9.08044], [-28.23039, -1.18108, -9.33724], [-27.25592, -2.54913, -8.79672], [-28.59737, -2.21715, -11.60223], [-27.87869, -3.70421, -10.97753], [-25.47219, 0.47389, -12.96748], [-27.00648, 0.10601, -12.18375], [-26.75850, 0.54868, -15.19537], [-27.11997, 1.92683, -14.06864], [-28.26322, 0.51112, -14.20550], [-23.77297, 0.25613, -16.22138], [-24.35323, -1.00603, -16.75773], [-25.12500, -0.82241, -17.88580], [-24.22973, -2.12358, -16.29885], [-24.59807, 0.93011, -16.03226], [-23.09778, 0.73470, -16.95851], [-23.19657, 0.02425, -15.29497], [-24.92123, -0.00971, -18.48431], [-25.30044, -1.62099, -18.45687]],
  "mulliken_spin": [0.003, 0.000, 0.006, -0.006, 0.019, 0.029, 0.010, 0.002, 0.112, -0.042, 0.066, -0.065, 0.062, -0.001, -0.019, -0.003, 0.004, -0.002, 0.000, 0.009, -0.013, 0.176, 0.003, -0.023, 0.147, 0.028, 0.036, -0.005, 0.011, 0.001, -0.013, 0.034, -0.073, 0.060, -0.080, 0.101, 0.080, -0.063, 0.136, -0.009, 0.105, 0.024, -0.020, -0.019, -0.003, 0.008, -0.003, 0.000, 0.004, -0.009, 0.167, -0.034, 0.056, 0.001, 0.000, -0.001, 0.000, 0.005, -0.006, 0.002, 0.001, 0.001, -0.001, -0.002, 0.000, -0.001, 0.001, 0.006, -0.008, -0.005, 0.010, -0.006, 0.001, 0.000, 0.001, 0.007, -0.003, 0.000, 0.000, 0.000, 0.001, -0.001, -0.001, 0.000, 0.000, 0.000, 0.000, 0.000, 0.000, 0.000, 0.000, 0.000, 0.000, 0.000, 0.000, 0.000, -0.002, -0.003, 0.001, 0.002, 0.000, 0.001, -0.001, 0.000, 0.001]
}


Relative energy (zero: lowest compared OMol25 entry of this formula, charge and spin) values (in eV) by entry order: 2.642 0.000 0.000.